ORCA calculation (ωB97M-V with the def2-TZVPD basis set) on a single C2IN5 molecule in a non-equilibrium geometry.

XYZ file:
```
8
Properties=species:S:1:pos:R:3
C -0.83573 0.20150 -1.36202
C 0.15293 0.07940 -0.28785
N -1.53956 0.44064 -2.25074
N 1.42278 0.35329 -0.34633
N -0.11156 -0.39864 1.00252
N 1.92885 0.00420 0.82335
N 1.09080 -0.37211 1.65150
I -2.10851 -0.30828 0.76957
```

Values from the calculation:
HOMO level in eV: -10.43
Electronic energy in eV: -17620.0076
M in Da: 220.96
Energy relative to the best compared isomer or geometry (same formula, charge and spin) in eV: 2.101
Lowest unoccupied orbital energy in eV: -2.057

These are the natural (NBO) partial charges, in e, on atoms 1 to 4: C 0.170; C 0.172; N -0.223; N -0.240